(1)
Entry from the Open Molecules 2025 dataset: a cluster of 2 separate species, CH3NO4 in total (ωB97M-V with the def2-TZVPD basis set).

Structure (XYZ):
```
9
Properties=species:S:1:pos:R:3:nbo_charge:R:1
O -0.391 -1.429 0.752 -0.6211
O 1.539 1.252 -0.061 -0.3908
O 1.712 -0.881 -0.665 -0.4055
O -0.452 0.808 1.282 -0.6606
N 1.152 0.094 -0.123 0.4234
C -0.122 -0.191 0.501 0.6908
H 0.371 1.460 1.324 0.5233
H -1.300 0.208 -1.206 -0.0667
H 0.284 -1.906 0.385 0.5073
```

Values from the calculation:
- HOMO-LUMO gap (spin up / spin down) (hartree) = 0.273 / 0.327
- relative energy (zero: lowest compared OMol25 entry of this formula, charge and spin) (kcal per mole) = 108.35
- HOMO (spin up / spin down) (Eh) = -0.329 / -0.383

=====

(2)
Entry from the Open Molecules 2025 dataset: a structure of composition C3H10N2O3 (ωB97M-V with the def2-TZVPD basis set).

Structure (XYZ):
```
18
Properties=species:S:1:pos:R:3:nbo_charge:R:1
O 0.287 0.329 -1.214 -0.7404
O 0.349 1.958 1.151 -0.6022
O 0.329 -1.474 0.227 -0.7218
N -0.097 0.584 1.126 -0.4023
N -1.890 0.115 -1.198 -0.3347
C 0.722 -0.216 0.186 0.6522
C 2.220 -0.002 0.298 -0.6669
C -2.079 -1.186 -0.959 -0.3968
H -1.771 0.603 -0.306 0.3509
H 2.481 1.053 0.233 0.2290
H -2.516 -1.508 -0.006 0.2171
H 2.549 -0.382 1.267 0.2140
H 0.080 0.211 2.057 0.3543
H -0.457 2.464 0.979 0.4704
H -0.802 -1.526 -0.331 0.4684
H 2.710 -0.574 -0.487 0.2351
H -2.507 -1.739 -1.789 0.2028
H 0.392 1.290 -1.234 0.4709
```

Values from the calculation:
- HOMO-LUMO gap (spin up / spin down) (hartree) = 0.335 / 0.335
- relative energy (zero: lowest compared OMol25 entry of this formula, charge and spin) (kcal per mole) = 134.92
- HOMO (spin up / spin down) (Eh) = -0.346 / -0.346

=====

(3)
Entry from the Open Molecules 2025 dataset: a structure of composition C35H26N3RuS2 (ωB97M-V with the def2-TZVPD basis set).

Structure (XYZ):
```
67
Properties=species:S:1:pos:R:3:nbo_charge:R:1
Ru -0.628 0.178 0.441 0.9203
S 0.780 0.076 2.469 0.0283
S -3.956 -2.488 2.068 0.4645
N -1.689 -1.566 1.220 -0.5128
N 0.951 -1.137 -0.329 -0.4883
N 0.082 1.753 -0.592 -0.4023
C -0.306 3.910 -1.580 -0.1525
C 4.183 2.568 -0.426 -0.1890
C -0.503 -1.734 -2.164 -0.6420
C 3.039 -2.689 -1.278 -0.0971
C 0.013 -4.255 3.113 -0.1854
C 1.441 2.039 -0.499 0.0731
C -1.371 -2.653 2.000 0.1916
C 3.557 2.312 -1.637 -0.2200
C -5.321 1.273 -0.020 -0.1986
C -0.107 -3.190 2.248 -0.2267
C 2.165 -0.636 1.695 -0.2052
C 3.436 2.581 0.743 -0.1959
C 3.203 -1.972 -0.076 -0.0251
C -1.100 -4.806 3.743 -0.1951
C -2.565 0.858 0.391 -0.1156
C -1.559 2.003 -2.375 -0.1944
C -3.070 2.131 0.138 -0.2394
C -2.988 -1.376 1.155 0.1346
C 4.383 -2.038 0.689 -0.1830
C 0.804 -1.834 -1.442 0.2812
C -1.900 4.174 -3.355 -0.1750
C -2.366 -4.323 3.483 -0.2062
C 2.202 2.061 -1.682 -0.1660
C -4.427 2.333 -0.063 -0.1825
C 2.079 2.326 0.712 -0.2112
C 3.337 -0.756 2.425 -0.1736
C -0.583 2.529 -1.514 0.0933
C -2.191 2.817 -3.292 -0.2059
C 4.449 -1.425 1.914 -0.1961
C -0.968 4.718 -2.478 -0.2212
C -2.492 -3.267 2.596 -0.2266
C -4.870 0.016 0.320 -0.1685
C 1.840 -2.646 -1.935 -0.2576
C 2.093 -1.220 0.396 0.1278
C -3.511 -0.178 0.557 -0.1882
H -2.396 4.809 -4.073 0.2282
H 1.487 2.407 1.616 0.2387
H 5.346 -1.490 2.514 0.2338
H 3.367 -0.339 3.421 0.2360
H -3.234 -4.738 3.965 0.2329
H 0.994 -4.659 3.311 0.2236
H -2.916 2.400 -3.976 0.2277
H -0.415 -1.019 -2.983 0.2428
H -1.295 -1.393 -1.477 0.2202
H 5.210 -2.614 0.309 0.2260
H 4.124 2.329 -2.556 0.2269
H 3.855 -3.292 -1.644 0.2300
H -6.371 1.431 -0.207 0.2281
H 1.673 -3.225 -2.828 0.2354
H -2.413 2.989 0.119 0.2223
H 5.242 2.778 -0.400 0.2264
H -5.548 -0.817 0.409 0.2208
H 1.715 1.864 -2.628 0.2181
H -0.969 -5.621 4.434 0.2290
H 3.908 2.823 1.683 0.2258
H 0.404 4.331 -0.880 0.2226
H -1.776 0.942 -2.333 0.2187
H -0.785 -2.695 -2.586 0.2455
H -0.761 5.779 -2.495 0.2302
H -4.779 3.333 -0.264 0.2254
H 0.766 -2.776 1.768 0.2170
```

Values from the calculation:
- 2S+1 = 5
- HOMO-LUMO gap (spin up / spin down) (hartree) = 0.272 / 0.210
- relative energy (zero: lowest compared OMol25 entry of this formula, charge and spin) (kcal per mole) = 0.00
- HOMO (spin up / spin down) (Eh) = -0.382 / -0.394
- total charge = +1

=====

(4)
Entry from the Open Molecules 2025 dataset: a cluster of 7 separate species, C47H43O25PSSi in total (ωB97M-V with the def2-TZVPD basis set).

Structure (XYZ):
```
118
Properties=species:S:1:pos:R:3:lowdin_charge:R:1
S -3.229 0.389 -4.370 0.0131
P -3.485 -1.119 -5.603 0.1481
Si -5.598 -1.918 -5.526 0.5668
O -4.035 2.116 1.041 0.1034
O 7.286 1.885 5.963 0.0951
O 4.332 1.166 5.637 0.1121
O 5.208 3.406 4.555 0.0972
O 5.710 10.194 4.908 0.1100
O 8.490 0.464 4.100 0.1121
O -0.301 -0.554 1.985 0.0888
O -1.622 -4.705 7.339 0.1147
O 9.923 -2.760 7.196 0.1167
O 5.237 -0.740 -5.890 0.1068
O 4.016 -2.264 -4.116 0.1169
O 5.235 6.003 1.726 0.0855
O 2.553 1.676 -2.037 0.0862
O -7.780 -0.181 -5.529 -0.1039
O 0.622 0.100 -0.466 0.0900
O 7.654 8.408 4.946 0.1191
O 3.327 2.409 0.383 0.1071
O -0.744 -2.432 6.326 0.1083
O -3.164 2.695 -1.388 0.0983
O 2.355 0.154 1.510 0.0878
O -3.053 -5.844 3.016 0.1058
O 8.648 -1.380 9.049 0.1098
O 3.708 3.204 -3.855 0.1217
O -2.104 -3.605 1.988 0.1158
O 3.329 7.827 1.629 0.1188
C 3.020 0.877 2.231 -0.2792
C -1.253 -3.191 5.523 -0.3116
C -2.966 1.617 0.738 -0.3167
C 8.598 -0.909 7.929 -0.3138
C -6.147 -4.716 -5.621 -0.2818
C 3.836 1.889 -3.977 -0.2297
C -5.591 -3.550 -6.493 -0.3107
C -1.962 -3.798 3.295 -0.2316
C -2.516 -5.097 3.813 -0.3150
C 7.910 0.328 7.602 0.0789
C 4.572 2.686 3.803 -0.3063
C 4.527 1.310 -4.968 0.0751
C -1.784 -4.502 6.037 -0.2379
C -2.377 -5.391 5.229 0.0727
C -8.866 -1.016 -5.585 -0.3069
C -1.026 0.248 1.215 -0.2209
C 3.303 0.559 3.620 0.0814
C -0.453 0.567 -0.145 -0.2968
C -1.372 -2.908 4.104 0.0773
C 4.425 9.105 3.259 0.0754
C 4.032 1.400 4.365 -0.2330
C 4.340 8.029 2.466 -0.2332
C -11.141 -2.667 -5.548 -0.0943
C 9.296 -1.652 6.822 -0.2370
C 4.312 2.995 2.413 0.0806
C -7.563 -5.082 -6.087 -0.2683
C -2.409 1.915 -0.623 -0.2450
C -9.427 -1.489 -6.763 -0.0317
C -8.202 -6.025 -5.056 -0.1094
C 7.894 0.765 6.336 -0.2295
C 3.584 2.155 1.660 -0.2107
C 3.219 -0.369 -2.988 0.0868
C 4.619 -0.138 -5.032 -0.3148
C 5.565 9.256 4.148 -0.3138
C -9.455 -1.377 -4.378 -0.0054
C 6.632 8.196 4.127 -0.2341
C -10.579 -2.191 -4.371 -0.0828
C 5.396 6.959 2.465 -0.3013
C 3.907 -0.947 -3.981 -0.2336
C -6.684 -0.587 -6.341 -0.2929
C 9.277 -1.216 5.555 0.0749
C 8.569 0.008 5.226 -0.3112
C -1.233 1.420 -1.028 0.0712
C 6.545 7.119 3.334 0.0795
C 3.147 1.078 -2.914 -0.2871
C -2.205 0.747 1.616 0.0749
C -10.541 -2.317 -6.752 -0.0845
H -5.524 -5.600 -5.713 0.1064
H 2.908 -0.368 4.014 0.1369
H 5.029 1.882 -5.736 0.1358
H -1.171 -3.908 7.680 0.1198
H 3.167 3.350 -3.054 0.1232
H -4.559 -3.796 -6.750 0.0552
H 4.723 3.917 2.025 0.1051
H -6.122 -3.446 -7.437 0.0699
H 3.513 6.980 1.181 0.1209
H -9.142 -6.440 -5.411 0.0667
H -11.063 -2.459 -3.443 0.1026
H 4.873 1.926 5.933 0.1058
H -8.381 -5.477 -4.134 0.0703
H -7.506 -6.841 -4.876 0.0696
H -2.566 -2.179 -5.453 -0.0605
H 9.772 -1.744 4.753 0.1360
H 2.777 1.678 0.032 0.0891
H -7.466 -5.610 -7.033 0.1090
H -3.329 -0.652 -6.929 -0.0588
H -0.827 1.628 -2.008 0.1297
H 3.671 9.879 3.270 0.1363
H -2.764 -6.334 5.588 0.1350
H 7.428 1.964 4.999 0.1140
H 9.776 -2.841 8.158 0.1206
H -8.194 -4.197 -6.171 0.0901
H -6.069 0.299 -6.500 0.0817
H -3.956 2.906 -0.859 0.1197
H -12.018 -3.291 -5.526 0.0983
H 7.304 6.350 3.314 0.1380
H -2.624 0.526 2.588 0.1336
H -6.967 -0.935 -7.335 0.0725
H 4.565 -2.408 -4.909 0.1194
H -2.563 -4.397 1.650 0.1190
H -0.973 -1.971 3.740 0.1133
H -8.984 -1.214 -7.710 0.1112
H 0.512 -0.766 1.481 0.1000
H -10.959 -2.698 -7.672 0.1034
H 7.464 9.252 5.400 0.1209
H 7.426 0.863 8.407 0.1369
H -6.214 -4.390 -4.586 0.0722
H 2.703 -0.937 -2.226 0.1351
H -5.884 -2.161 -4.103 0.0081
H -9.073 -1.024 -3.432 0.1196
```

Values from the calculation:
- structure (SMILES) = CCCC[Si@H](COc1ccccc1)[PH2]=S.O=C1C=C(O)C(=O)C=C1O.O=C1C=C(O)C(=O)C=C1O.O=C1C=C(O)C(=O)C=C1O.O=C1C=C(O)C(=O)C=C1O.O=C1C=C(O)C(=O)C=C1O.O=C1C=C(O)C(=O)C=C1O
- HOMO-LUMO gap (hartree) = 0.250
- relative energy (zero: lowest compared OMol25 entry of this formula, charge and spin) (kcal per mole) = 0.00
- HOMO (Eh) = -0.306

=====

(5)
Entry from the Open Molecules 2025 dataset: an isolated molecule of C13H9N5S (ωB97M-V with the def2-TZVPD basis set).

Structure (XYZ):
```
28
Properties=species:S:1:pos:R:3:nbo_charge:R:1
S -3.345 4.242 -1.830 0.3457
N 1.652 1.539 0.693 -0.1928
N -0.961 3.493 -0.932 -0.3507
N -1.863 0.921 0.117 -0.3693
N -6.007 3.465 -0.855 -0.3009
N 0.541 0.750 0.738 -0.1842
C -4.985 3.723 -1.321 0.0652
C 1.132 -1.689 0.680 -0.0376
C -0.152 2.570 -0.325 0.0520
C -2.223 3.067 -1.068 -0.0031
C 0.316 -2.780 0.294 -0.2120
C 0.951 -3.914 -0.232 -0.2036
C 3.106 -2.843 -0.064 -0.1938
C -2.678 1.807 -0.521 0.0081
C 0.519 -0.535 1.442 -0.2378
C 2.326 -3.924 -0.456 -0.2203
C 1.251 2.628 0.068 -0.0368
C -0.582 1.338 0.168 0.2773
C 2.530 -1.711 0.467 -0.2145
H 4.218 -2.762 -0.196 0.2181
H 0.438 -4.846 -0.471 0.2168
H 2.711 -4.832 -0.941 0.2196
H 3.142 -0.864 0.827 0.2290
H -0.778 -2.701 0.485 0.2209
H -0.529 -0.784 1.635 0.2324
H -3.740 1.515 -0.621 0.2265
H 1.917 3.474 -0.132 0.2201
H 1.092 -0.347 2.353 0.2255
```

Values from the calculation:
- structure (SMILES) = N#CSc1cnc2c(cnn2Cc2ccccc2)n1
- HOMO-LUMO gap (hartree) = 0.310
- relative energy (zero: lowest compared OMol25 entry of this formula, charge and spin) (kcal per mole) = 0.00
- HOMO (Eh) = -0.339